Record 1
{"formula": "C26H35N7O2PRhS2", "method": "ωB97M-V/def2-TZVPD", "e_above_lowest_kcal_mol": 32.68, "gap_ha": [0.1578, 0.1578], "lumo_ev": [-8.46, -8.46], "e_homo_ev": [-12.752, -12.752], "charge": 2, "species": ["H", "C", "C", "C", "H", "H", "H", "H", "C", "H", "Rh", "C", "H", "H", "N", "H", "H", "S", "H", "H", "C", "C", "C", "H", "H", "H", "C", "N", "H", "C", "H", "O", "H", "C", "H", "C", "C", "C", "C", "C", "C", "C", "H", "H", "H", "C", "H", "H", "C", "H", "N", "C", "C", "C", "H", "H", "H", "P", "N", "H", "S", "H", "N", "H", "H", "N", "H", "N", "C", "C", "O", "C", "H", "H"], "xyz": [[-1.046, 2.558, 2.299], [5.008, 2.812, -3.414], [2.070, 4.289, -1.638], [-4.313, 1.564, 4.380], [-1.426, -2.640, 3.677], [-1.709, 0.561, -1.274], [-0.526, -3.712, -3.068], [2.245, -1.477, -2.947], [1.173, -0.829, 1.440], [4.314, 2.661, -4.239], [0.729, 1.381, 0.152], [-2.813, -4.943, 3.332], [-0.383, -1.363, -2.263], [2.936, -0.754, -1.488], [-4.920, 0.342, 4.194], [5.930, 2.277, -3.648], [4.806, 2.150, -0.085], [1.548, -2.417, 1.941], [-2.074, -5.194, 4.095], [-6.280, -1.853, 3.888], [-2.902, 1.481, 2.263], [0.504, -1.951, -0.396], [-0.033, -2.190, -1.655], [2.014, 3.794, -4.472], [2.754, 4.992, -2.120], [-5.837, 0.337, 4.615], [-0.112, -3.495, -2.093], [1.846, 3.081, -2.458], [5.244, 3.877, -3.354], [0.865, -4.322, -0.038], [-5.413, -4.123, 3.508], [-4.693, 2.367, 5.190], [1.117, 4.795, -1.480], [-3.709, 0.672, 1.451], [-4.664, 0.322, 1.804], [2.955, -0.738, -2.574], [0.333, -4.552, -1.290], [5.319, 2.479, -0.982], [-2.975, -1.179, 3.900], [-1.697, 1.912, 1.726], [-2.068, 0.791, -0.279], [-3.286, 0.346, 0.175], [-3.605, -5.688, 3.364], [2.488, 4.022, -0.668], [1.872, 0.016, -4.979], [-2.499, -2.467, 3.693], [6.222, 1.879, -1.106], [3.956, -1.023, -2.911], [-3.353, -3.550, 3.545], [-2.273, -0.372, 4.060], [-3.216, 1.884, 3.549], [2.669, 0.628, -4.557], [-4.345, -0.943, 3.968], [-4.718, -3.299, 3.615], [-3.909, -0.255, -0.473], [2.572, 1.631, -4.954], [3.625, 0.217, -4.893], [2.892, 1.848, -2.074], [2.578, 0.593, -3.089], [5.621, 3.522, -0.859], [1.409, 0.666, 2.250], [0.823, 2.492, -4.207], [0.653, -0.721, 0.250], [0.250, -5.569, -1.653], [-2.739, 2.707, 3.886], [-1.287, 1.567, 0.491], [0.492, 4.123, -3.647], [4.446, 2.331, -2.153], [-5.209, -2.019, 3.828], [0.948, -3.004, 0.404], [2.630, 1.454, -0.629], [1.278, 3.380, -3.777], [-2.313, -5.023, 2.363], [1.209, -5.136, 0.588]], "forces_ev_per_a": [[0.094, -0.097, 0.027], [0.054, 0.044, 0.033], [0.040, 0.048, -0.178], [-0.036, -0.123, -0.060], [-0.036, 0.071, 0.014], [0.079, -0.097, 0.054], [-0.007, 0.028, 0.013], [0.036, 0.041, -0.020], [0.127, -0.703, 0.445], [0.020, 0.021, 0.020], [0.169, -1.011, -1.339], [0.054, 0.156, -0.026], [0.041, -0.065, -0.026], [-0.006, 0.002, -0.007], [0.110, -0.183, -0.212], [-0.032, -0.049, 0.010], [-0.009, -0.008, -0.001], [-0.017, -0.090, -0.059], [-0.055, -0.011, 0.020], [0.042, -0.051, -0.005], [-0.390, 0.101, 0.107], [-0.133, 0.123, -0.367], [-0.086, 0.181, -0.008], [0.015, -0.001, 0.034], [0.022, -0.020, -0.016], [0.035, -0.073, 0.200], [-0.004, -0.077, 0.014], [-0.296, -0.018, 0.307], [-0.045, -0.006, 0.026], [0.025, 0.028, 0.100], [-0.021, 0.051, 0.038], [0.059, 0.079, -0.127], [-0.012, -0.005, -0.029], [0.098, 0.052, -0.031], [-0.075, -0.020, 0.063], [0.036, 0.018, -0.091], [-0.013, -0.034, -0.007], [0.066, 0.059, -0.095], [0.117, 0.047, 0.111], [0.016, 0.006, -0.265], [0.101, 0.212, -0.067], [-0.216, 0.086, -0.022], [0.012, 0.013, 0.006], [0.045, 0.004, 0.014], [-0.010, -0.005, 0.015], [0.106, 0.153, 0.000], [-0.025, -0.016, -0.050], [0.013, 0.055, 0.004], [-0.010, -0.209, -0.047], [0.034, -0.012, 0.033], [0.081, -0.127, -0.102], [0.061, -0.055, 0.042], [0.074, 0.202, 0.022], [-0.107, 0.009, 0.010], [-0.002, 0.007, 0.032], [0.000, -0.002, -0.004], [0.020, 0.029, 0.044], [0.302, 0.166, -0.772], [-0.290, -0.175, 0.105], [-0.046, 0.000, -0.024], [-0.229, 0.609, -0.638], [0.000, 0.009, 0.002], [0.065, 1.820, 0.263], [0.029, 0.043, 0.003], [-0.042, 0.051, 0.086], [0.384, -0.787, 1.028], [0.010, -0.007, 0.029], [0.146, 0.019, 0.491], [-0.216, -0.079, -0.126], [0.002, 0.039, 0.047], [-0.141, -0.402, 0.879], [-0.150, -0.060, 0.080], [-0.054, -0.008, 0.002], [-0.031, 0.006, -0.050]]}

Record 2
{"formula": "C26H35NO7", "method": "ωB97M-V/def2-TZVPD", "e_above_lowest_kcal_mol": 0.00, "gap_ha": 0.3414, "lumo_ev": 0.49, "e_homo_ev": -8.803, "species": ["H", "C", "C", "H", "H", "C", "O", "C", "H", "C", "H", "C", "H", "H", "H", "C", "C", "C", "H", "O", "C", "C", "N", "H", "H", "H", "H", "H", "H", "C", "O", "O", "H", "H", "H", "C", "H", "H", "H", "O", "H", "H", "H", "C", "C", "C", "H", "H", "C", "C", "H", "H", "C", "O", "H", "H", "C", "H", "C", "H", "C", "C", "C", "H", "C", "H", "O", "C", "H"], "xyz": [[5.771, -2.676, -5.455], [4.984, -1.543, -3.775], [-2.736, 2.010, 3.079], [3.899, -1.111, -1.040], [-3.631, 2.210, -0.063], [-1.984, 1.552, 1.812], [-4.748, 3.284, 3.691], [-4.102, 2.590, 2.667], [0.837, -2.452, -2.768], [-3.914, 3.624, 1.538], [3.973, -4.785, -1.511], [2.643, -1.258, -2.780], [-0.730, -0.616, -2.474], [0.514, 0.572, -2.832], [6.846, -2.695, -4.063], [0.336, -0.403, -2.368], [2.903, -1.497, -1.289], [3.755, -3.574, -3.278], [3.138, -0.945, 1.317], [-4.667, 1.130, 5.202], [-2.769, 4.093, -0.683], [0.093, 0.498, 1.286], [-2.788, 0.846, 3.950], [-1.946, 0.291, 3.875], [-4.908, 2.644, 4.421], [-4.042, -1.016, 6.361], [-4.733, 1.765, 2.292], [0.987, -1.390, -4.164], [-5.708, 4.228, 1.816], [-3.656, 0.511, 4.926], [5.517, -5.069, -4.024], [-1.838, 2.590, 0.891], [4.947, -3.318, -1.490], [3.045, -5.550, -3.718], [-3.702, 4.433, -1.134], [1.160, -1.463, -3.088], [-2.261, 4.943, -0.210], [-3.115, -1.570, 4.952], [-2.564, 0.722, 1.346], [-1.983, 3.547, -1.706], [3.095, -3.129, 0.108], [2.420, -4.315, -4.811], [-2.331, -0.590, 6.198], [5.799, -2.689, -4.362], [1.902, -0.775, -0.422], [1.308, 0.031, 1.779], [-1.130, 0.702, -0.466], [-1.199, 3.166, -1.290], [3.968, -3.723, -1.760], [0.691, -0.300, -0.912], [1.914, -3.418, -1.159], [-2.149, 2.809, 3.557], [2.192, -0.594, 0.928], [-5.159, 4.027, 1.045], [2.871, -0.206, -2.995], [-3.373, 4.483, 1.970], [-0.206, 0.331, -0.054], [3.130, -2.089, -4.691], [5.094, -3.949, -3.914], [5.357, -1.286, -2.783], [3.556, -2.102, -3.680], [2.672, -4.529, -3.775], [2.898, -2.995, -0.957], [1.768, -4.458, -3.178], [-3.259, -0.753, 5.655], [1.540, 0.175, 2.822], [-0.733, 1.105, 2.214], [-3.083, 3.050, 0.393], [5.024, -0.646, -4.392]], "forces_ev_per_a": [[0.006, -0.023, -0.049], [-0.026, -0.071, -0.145], [0.001, 0.310, -0.226], [-0.007, -0.017, -0.003], [0.046, 0.059, -0.013], [-0.626, -0.181, 0.014], [-0.167, 0.146, 0.331], [0.360, -0.066, -0.347], [-0.045, -0.110, -0.038], [0.456, -0.427, 0.384], [0.124, -0.024, -0.043], [-0.001, -0.204, -0.165], [-0.009, 0.076, 0.009], [-0.046, -0.011, -0.059], [0.022, -0.081, -0.066], [-0.005, -0.160, -0.173], [-0.095, -0.104, -0.013], [-0.250, -0.305, -0.079], [0.122, -0.054, 0.053], [-0.441, 0.237, 0.205], [-0.264, -0.179, 0.541], [0.133, -0.139, 0.004], [0.365, -0.049, -0.315], [-0.134, -0.045, 0.148], [0.023, 0.085, -0.242], [0.005, 0.008, -0.012], [0.088, 0.104, -0.043], [0.005, -0.072, -0.022], [0.032, -0.014, -0.075], [0.430, -0.412, -0.086], [0.025, -0.156, -0.005], [0.224, 0.187, 0.241], [0.084, -0.015, 0.105], [-0.007, -0.081, 0.013], [0.056, 0.031, 0.097], [0.039, 0.330, 0.067], [-0.103, 0.000, 0.017], [0.045, -0.070, -0.041], [0.207, 0.167, 0.065], [0.336, -0.283, -0.287], [-0.083, -0.010, 0.026], [-0.070, 0.001, -0.107], [0.090, -0.020, 0.037], [0.295, 0.198, 0.044], [0.039, 0.090, -0.063], [-0.159, 0.109, 0.047], [-0.131, 0.057, -0.024], [-0.025, 0.041, -0.059], [-0.174, 0.016, 0.010], [0.089, -0.029, 0.158], [-0.096, -0.032, 0.050], [-0.067, -0.065, -0.132], [-0.162, 0.078, 0.023], [-0.327, 0.084, -0.101], [-0.013, 0.018, -0.004], [0.016, -0.125, -0.028], [-0.203, 0.105, 0.184], [0.012, -0.018, -0.013], [-0.078, 0.178, -0.034], [0.021, 0.060, 0.053], [0.078, 0.169, 0.159], [0.179, 0.055, 0.098], [0.349, 0.085, -0.122], [-0.148, 0.012, 0.050], [-0.241, 0.070, 0.142], [0.037, 0.022, 0.145], [0.256, 0.009, -0.080], [-0.485, 0.400, -0.266], [-0.010, 0.058, 0.058]]}

Record 3
{"formula": "C26H36Cl4N8O8", "method": "ωB97M-V/def2-TZVPD", "gap_ha": 0.3412, "lumo_ev": 0.03, "e_homo_ev": -9.251, "species": ["H", "H", "H", "C", "O", "C", "C", "C", "O", "C", "H", "C", "H", "H", "C", "N", "H", "C", "H", "H", "H", "N", "C", "Cl", "H", "H", "H", "H", "N", "Cl", "H", "H", "H", "H", "C", "Cl", "O", "C", "O", "H", "H", "H", "O", "N", "H", "C", "C", "C", "H", "H", "N", "H", "H", "C", "C", "H", "H", "C", "H", "C", "O", "H", "O", "C", "C", "N", "Cl", "N", "O", "H", "H", "C", "C", "C", "N", "C", "C", "H", "H", "H", "H", "C"], "xyz": [[6.359, -3.619, 3.578], [4.148, 3.379, 1.158], [-0.724, 0.486, -1.882], [0.307, 2.626, 4.791], [1.789, -0.476, -0.224], [3.878, 3.469, 0.111], [5.871, -2.730, 3.196], [0.713, 2.450, 3.482], [-2.814, -1.325, -1.279], [1.377, 0.564, 5.311], [2.135, -3.308, 2.558], [4.548, -0.470, 2.472], [4.006, 0.444, 2.277], [0.291, 1.711, 6.740], [4.683, -1.499, 1.548], [1.165, -0.027, -1.167], [5.251, 0.182, 4.420], [-3.084, 0.150, -3.485], [-1.017, -0.503, 3.434], [1.710, 1.047, 2.131], [-6.882, 4.159, -0.916], [-2.500, 0.250, 2.103], [-3.981, 2.694, -0.869], [4.908, 2.402, -0.844], [-0.666, -0.384, -0.317], [-1.729, -1.689, 2.321], [0.124, 0.538, -3.646], [0.783, -2.250, 2.746], [0.741, -3.484, 1.031], [4.892, 1.332, -5.119], [-2.497, -1.237, -6.503], [-3.227, 1.289, -2.335], [5.525, -3.442, 1.182], [-4.011, -3.890, -1.791], [-4.051, 1.907, -1.999], [2.531, -0.453, -5.495], [1.177, -4.587, 0.798], [-5.210, 1.906, -2.766], [-3.692, 0.255, 1.922], [3.247, 0.547, -3.545], [4.242, -1.353, 0.569], [-7.222, 2.626, -2.904], [-0.306, -3.052, 0.586], [-3.030, -2.386, -0.726], [-0.143, -0.692, -5.782], [-6.293, 2.654, -2.352], [-2.278, -0.795, -5.538], [-0.840, 0.097, -3.870], [-0.314, 3.469, 5.065], [-5.232, 1.263, -3.637], [1.697, 0.320, 4.032], [4.390, -0.721, -4.120], [2.064, -1.902, 1.505], [5.421, -2.629, 1.886], [-1.935, -0.826, 2.953], [-2.442, -4.351, -0.979], [-2.423, -3.360, -2.463], [5.170, -0.616, 3.689], [-4.325, -0.857, -4.947], [-6.105, 3.475, -1.239], [-3.139, -2.538, 0.473], [-0.170, 1.378, -0.400], [1.628, 0.201, -2.273], [-0.982, -0.485, -5.135], [3.795, 0.143, -4.387], [-4.990, 3.510, -0.525], [2.176, 3.075, -0.126], [-1.863, 0.462, -3.089], [-1.734, 1.106, 1.699], [-2.707, -1.096, 3.667], [0.383, 3.174, 2.749], [0.624, 1.651, 5.711], [1.466, -2.654, 2.004], [-2.983, -3.620, -1.571], [5.780, -1.736, 4.084], [1.411, 1.293, 3.142], [-0.250, 0.424, -0.909], [1.720, -0.152, 6.048], [-3.941, 0.303, -2.838], [-3.077, 2.796, -0.283], [4.010, 4.499, -0.201], [-3.330, -0.510, -4.699]], "forces_ev_per_a": [[0.021, -0.123, -0.210], [-0.142, -0.201, 0.002], [0.110, 0.381, 1.264], [-0.372, -0.160, -0.175], [0.207, -0.247, -0.457], [0.137, 0.204, -0.011], [0.206, 0.262, 0.248], [-0.026, -0.029, -0.262], [-0.425, -0.237, 0.325], [-0.123, -0.291, -0.530], [0.095, -0.119, -0.262], [0.124, -0.026, -0.176], [-0.023, -0.060, -0.258], [0.124, 0.121, 0.006], [0.166, 0.456, -0.111], [-0.184, 1.195, 0.446], [-0.432, 0.134, -0.116], [-0.321, -3.563, -2.827], [-0.063, 0.306, -0.093], [-0.141, 0.280, -0.205], [-0.107, -0.083, -0.015], [0.049, 0.438, 0.480], [-0.741, 1.037, -0.350], [0.108, 0.057, 0.024], [-0.234, 0.334, 0.300], [-0.085, 0.125, -0.181], [-0.062, -0.544, 0.400], [-0.237, 0.348, -0.450], [-0.438, -0.319, 0.432], [-0.348, -0.123, 0.119], [0.244, -0.095, -0.015], [-0.294, 2.714, 2.291], [0.147, -0.042, 0.035], [0.054, -0.193, 0.012], [0.109, 1.147, 0.727], [0.231, 0.130, -0.152], [0.199, -0.102, -0.327], [0.018, -0.071, 0.604], [-0.132, -0.162, -0.137], [0.448, 0.199, -0.023], [0.042, -0.249, -0.076], [-0.066, 0.177, 0.078], [-0.071, 0.301, -0.312], [1.043, -0.177, 0.278], [0.099, 0.114, 0.175], [0.175, 0.249, -0.081], [0.215, -0.083, -0.320], [-0.004, 1.166, -1.959], [0.084, 0.055, 0.017], [-0.387, 0.211, -0.145], [0.326, 0.901, 0.205], [0.019, 0.042, 0.131], [-0.371, 0.153, -0.131], [-0.759, 0.074, 0.131], [-0.038, -0.598, 0.144], [-0.242, -0.172, -0.020], [-0.167, -0.010, -0.087], [0.585, -0.303, 0.842], [-0.101, 0.271, -0.016], [-0.200, -0.106, -0.138], [-0.444, 0.080, -0.234], [-0.095, -0.046, 0.222], [0.380, -0.475, 0.681], [-0.847, -0.147, 0.502], [-0.108, -0.215, -0.144], [0.366, -0.157, 0.369], [-0.254, 0.002, 0.152], [-0.436, -0.392, -1.625], [0.188, -0.040, -0.233], [0.036, 0.029, 0.021], [0.336, -0.080, -0.221], [0.166, 0.028, 0.590], [0.792, -0.233, 1.118], [0.142, 0.375, 0.130], [-0.001, -0.103, -0.403], [-0.363, -0.686, 0.580], [1.217, -1.004, -0.228], [-0.127, -0.229, -0.074], [0.742, -1.527, -0.936], [0.005, -0.295, 0.127], [0.116, -0.087, -0.166], [0.143, 0.102, 0.683]]}